# 1
One molecule with the formula C17H22N2O3S, computed with wB97M-V/def2-TZVPD.

The geometry in XYZ format:
```
45
C17H22N2O3S, DFT wB97M-V/def2-TZVPD
C -4.274 -0.795 -0.876
C 3.987 0.339 -0.183
N -0.143 1.639 0.195
C -0.670 -0.201 2.292
H -5.150 -0.213 0.998
C 1.676 1.850 -1.448
H 3.102 1.577 -3.061
H 1.748 -4.041 -0.532
O 1.488 1.323 2.043
C 1.278 -1.686 1.845
C -1.378 2.226 -0.274
H -1.706 -1.663 0.259
C 2.829 1.088 -2.123
C -0.688 -1.938 0.493
H 1.138 2.435 -2.194
O -0.672 2.430 2.490
C -3.437 0.976 0.486
H 2.926 -2.946 1.341
H 2.509 0.057 -2.346
H 0.071 0.378 -1.451
H 2.099 2.540 -0.716
H -1.178 2.738 -1.218
H 1.797 -1.192 2.651
H -1.734 -0.110 2.096
C -0.052 -2.918 -0.248
C 1.912 -2.663 1.100
N -2.367 0.453 -1.577
H 1.256 0.187 -0.143
C 0.697 0.914 -0.730
H -1.681 2.949 0.484
H 3.645 -0.689 -0.364
H -0.482 -0.248 3.361
C 1.251 -3.279 0.050
O 4.025 1.075 -1.385
C -0.027 -1.306 1.541
C -4.367 -0.029 0.276
H 5.012 0.317 0.184
C -3.253 -0.510 -1.769
C -2.448 1.185 -0.473
S 0.077 1.414 1.808
H 3.346 0.804 0.573
H -0.577 -3.400 -1.060
H -4.977 -1.589 -1.078
H -3.471 1.599 1.367
H -3.134 -1.074 -2.685
```

## Properties
* Kohn-Sham gap: 9.76 eV
* LUMO energy: 0.6 eV
* energy above the lowest of the compared OMol25 structures with the same formula, charge and spin: 45.2 kcal per mole
* net charge: 0
* HOMO energy: -0.33641 Ha
* maximum force: 0.02149 Eh/bohr
* molecular weight: 334.44 g/mol

Mulliken population analysis, charges in e, atoms 1 to 5:
1 C -0.43
2 C -0.45
3 N 0.45
4 C -1.25
5 H 0.41

=====

# 2
One molecule with the formula C17H22N2O4, computed with wB97M-V/def2-TZVPD.

The geometry in XYZ format:
```
45
C17H22N2O4, DFT wB97M-V/def2-TZVPD
H 1.995 -3.053 1.928
C -3.755 0.286 -0.055
H -1.535 3.209 1.067
H 1.145 4.625 -0.795
C 1.808 2.954 0.378
O -4.343 -1.916 -0.174
C 2.763 -0.545 -0.330
H -5.359 1.686 -0.085
H 1.850 -0.574 -2.293
H 0.222 3.138 -1.073
C -0.803 -1.754 0.722
N 1.233 -3.034 0.002
C -2.391 0.045 0.173
H 1.852 3.310 -1.741
H 2.829 3.322 0.526
C 1.453 -2.451 -1.300
O -5.698 -0.450 -0.963
O 3.815 1.587 -0.737
H 1.618 -0.639 1.487
H -2.146 -1.846 -0.870
C 2.893 0.963 -0.283
C -3.513 2.608 0.509
H 0.699 -0.454 -0.952
H 2.366 -2.903 -1.707
N -4.656 -0.770 -0.426
C 2.489 -1.132 1.058
C -1.613 1.134 0.577
H -0.716 -3.627 -0.285
H 3.342 -0.947 1.715
H -3.940 3.589 0.639
C -0.141 -3.077 0.467
C -1.770 -1.256 -0.045
H -0.467 -1.208 1.593
C 1.214 3.545 -0.892
H 1.198 3.194 1.252
H 0.621 -2.725 -1.951
O 1.838 1.527 0.321
H 3.707 -0.941 -0.718
C -4.305 1.555 0.104
H -0.147 -3.664 1.391
H -0.555 0.989 0.733
H 3.187 -3.116 0.621
C 1.624 -0.927 -1.285
C 2.252 -2.645 0.949
C -2.162 2.389 0.750
```

## Properties
* Kohn-Sham gap: 7.81 eV
* LUMO energy: -0.5 eV
* energy above the lowest of the compared OMol25 structures with the same formula, charge and spin: 109.6 kcal per mole
* net charge: 0
* HOMO energy: -0.30577 Ha
* maximum force: 0.02915 Eh/bohr
* molecular weight: 318.37 g/mol

Mulliken population analysis, charges in e, atoms 1 to 5:
1 H 0.47
2 C 0.09
3 H 0.42
4 H 0.41
5 C -0.46

=====

# 3
One molecule with the formula C17H22N2O4, computed with wB97M-V/def2-TZVPD.

The geometry in XYZ format:
```
45
C17H22N2O4, DFT wB97M-V/def2-TZVPD
H -1.600 3.684 1.354
C -2.202 -0.416 0.563
C -1.712 0.809 0.995
H -2.315 -3.251 -0.396
H 0.240 0.759 -1.747
H -2.931 0.472 -2.605
C 0.401 2.905 1.310
C 1.445 0.706 1.063
H -1.383 0.909 2.015
H -0.811 3.846 -0.216
O 1.192 0.379 2.212
H -3.938 -2.793 0.177
H 2.330 2.157 -2.268
H -0.625 -1.093 2.607
C 1.110 0.344 -2.259
O -3.180 -1.635 -1.374
O -2.252 -1.516 1.378
H 3.553 -2.657 1.917
H 1.251 1.985 -3.657
C -2.044 1.780 -1.156
C -2.577 0.583 -1.592
H 4.614 -1.251 1.852
O 3.365 -1.884 -0.610
C 1.964 -0.395 -1.289
H -1.977 2.615 -1.838
C 2.109 -0.217 0.123
C 2.997 -1.207 0.482
N 1.181 1.937 0.575
H -3.738 -3.547 -1.425
C -1.601 1.905 0.150
H 0.758 -0.368 -3.006
C -0.954 3.176 0.635
H 1.367 2.134 -0.394
C 3.576 -1.577 1.793
H 3.000 -1.099 2.580
H -1.693 -2.450 3.051
C 1.901 1.445 -2.972
H 2.716 1.003 -3.540
H 0.264 2.488 2.309
H 0.965 3.840 1.397
C -3.291 -2.867 -0.699
C -2.654 -0.534 -0.766
N 2.715 -1.385 -1.691
H -2.235 -0.777 3.319
C -1.663 -1.435 2.657
```

## Properties
* Kohn-Sham gap: 8.71 eV
* LUMO energy: 0.7 eV
* energy above the lowest of the compared OMol25 structures with the same formula, charge and spin: 71.1 kcal per mole
* net charge: 0
* HOMO energy: -0.29325 Ha
* maximum force: 0.02544 Eh/bohr
* molecular weight: 318.37 g/mol

Mulliken population analysis, charges in e, atoms 1 to 5:
1 H 0.34
2 C 0.97
3 C -0.35
4 H 0.26
5 H -0.67